Density functional theory data (ωB97M-V/def2-TZVPD) for the molecule C3H4N2O in a non-equilibrium geometry.

```
! wB97M-V def2-TZVPD RIJCOSX def2/J DEFGRID3
* xyz 0 1
N 1.8606 0.0182 0.1457
C 1.0808 -0.4806 1.1319
O -0.1703 -0.7224 0.6802
C -0.7793 0.1616 -0.2717
C -2.2319 0.0567 -0.0655
N -3.3728 -0.0139 0.1047
H 2.7980 0.2538 0.4318
H 1.8215 -0.4011 -0.7764
H -0.5452 -0.0626 -1.3185
H -0.4615 1.1904 -0.0622
*
```

Computed properties:
Gap between HOMO and LUMO = 9.57 eV

***

Density functional theory data (ωB97M-V/def2-TZVPD) for a structure of composition C24H27N4O3RhS2.

```
! wB97M-V def2-TZVPD RIJCOSX def2/J DEFGRID3
* xyz 2 1
Rh 0.0532 0.6387 0.4339
C -3.6942 -3.2896 0.4851
N -3.1367 -2.0646 1.0583
C -3.7017 -1.6326 2.3379
C -2.1119 -1.4307 0.5222
O -1.6202 -0.4069 1.0511
C -1.5264 -1.9752 -0.7676
O -0.4236 -1.1825 -1.1648
C -0.3224 -0.9072 -2.5528
C -0.5773 0.5873 -2.7657
O -0.6454 1.3152 -1.7622
N -0.6963 1.0419 -4.0044
C -0.9681 2.4567 -4.2457
C -0.5722 0.2108 -5.1972
H -4.7052 -3.4110 0.8639
H -3.1089 -4.1630 0.7762
H -3.7539 -3.2342 -0.5993
H -4.7685 -1.4516 2.2173
H -3.2118 -0.7240 2.6673
H -3.5565 -2.4171 3.0804
H -2.3067 -1.9674 -1.5335
H -1.2080 -3.0122 -0.6237
H -1.0303 -1.5105 -3.1215
H 0.6865 -1.1656 -2.8816
H -1.3301 2.9201 -3.3348
H -1.7267 2.5438 -5.0218
H -0.0625 2.9634 -4.5816
H -0.0720 -0.7294 -4.9852
H 0.0292 0.7435 -5.9321
H -1.5527 0.0100 -5.6308
S 3.8425 -1.3649 1.4280
C 2.5763 -2.4382 1.8342
C 1.3360 -1.9101 1.6193
C 1.4174 -0.5959 1.0977
C 2.7123 -0.1709 0.9372
C 2.9166 1.1291 0.3399
C 4.1157 1.7936 0.1232
C 4.0944 3.0426 -0.4714
C 2.8806 3.6071 -0.8450
C 1.7225 2.8950 -0.6088
N 1.7438 1.6906 -0.0313
H 2.8178 -3.4110 2.2330
H 0.4217 -2.4371 1.8523
H 5.0449 1.3304 0.4249
H 5.0191 3.5768 -0.6424
H 2.8293 4.5799 -1.3109
H 0.7502 3.2701 -0.9001
S -1.0420 3.7409 3.3140
C -0.8184 2.7597 1.9559
N -0.0860 1.6896 2.1249
C 0.3700 1.5767 3.4432
C 1.1555 0.5767 4.0201
C 1.4748 0.6824 5.3563
C 1.0319 1.7556 6.1387
C 0.2492 2.7459 5.5895
C -0.0743 2.6419 4.2393
H -1.2598 3.0121 0.9999
H 1.5058 -0.2628 3.4421
H 2.0842 -0.0857 5.8125
H 1.3059 1.8062 7.1832
H -0.1034 3.5784 6.1827
*
```

Computed properties:
Gap between HOMO and LUMO = 7.90 eV

***

Density functional theory data (ωB97M-V/def2-TZVPD) for a structure of composition C20H19AsN7O5PRuS4.

```
! wB97M-V def2-TZVPD RIJCOSX def2/J DEFGRID3
* xyz -1 2
Ru 0.6078 -0.3493 0.3518
C 0.9701 5.2162 1.6421
N 0.7919 3.7882 1.8090
C 0.7281 3.1153 3.0030
C 0.5866 1.7950 2.6957
N 0.5587 1.6597 1.3389
C 0.6887 2.8631 0.8215
P 0.7084 3.2327 -0.9541
C -0.8433 2.4163 -1.3850
N -1.1683 1.2141 -0.9737
C -2.3639 0.9125 -1.5502
C -2.7698 1.9682 -2.3220
N -1.7945 2.9281 -2.2166
C -1.7697 4.2111 -2.8864
C 1.8432 1.9163 -1.4602
N 1.7618 0.5966 -1.2609
C 2.8254 0.0462 -1.9196
C 3.5411 1.0296 -2.5309
N 2.9170 2.2044 -2.2401
C 3.3418 3.5158 -2.6888
H 0.9162 5.6883 2.6197
H 1.9407 5.4366 1.1986
H 0.1868 5.6305 1.0092
H 0.7956 3.6265 3.9467
H 0.5198 0.9430 3.3483
H -2.8394 -0.0477 -1.4065
H -3.6445 2.1172 -2.9314
H -2.6900 4.3259 -3.4537
H -1.7006 5.0245 -2.1646
H -0.9266 4.2761 -3.5741
H 3.0290 -1.0071 -1.8894
H 4.4506 0.9862 -3.1026
H 4.3014 3.4086 -3.1878
H 2.6233 3.9433 -3.3875
H 3.4626 4.1912 -1.8440
S 2.8929 -3.7743 2.4327
As 3.3166 -2.4007 0.9249
S 1.5807 -2.3658 -0.5136
S 2.6732 -0.3111 1.5511
S 5.1309 -2.3092 -0.1157
O -3.0674 -2.2586 -0.8592
C -1.9711 -2.1889 -0.2981
O -1.0227 -1.4204 -0.6818
C -1.7258 -3.0990 0.8939
C -2.5762 -4.0841 1.2088
C -2.3582 -4.9717 2.3480
C -1.4143 -4.7285 3.2772
C -0.5959 -3.5694 3.0572
C -0.4822 -2.9669 1.7047
N 0.0173 -2.8573 3.9490
O 0.5227 -1.6168 3.3229
O 0.2291 -2.9712 5.1447
H -3.4569 -4.2157 0.5937
H -3.0142 -5.8257 2.4630
H -1.2887 -5.3312 4.1655
H 0.3689 -3.4352 1.1833
O -0.7909 -0.5513 1.8257
C -0.0971 -1.5689 2.0876
*
```

Computed properties:
⟨S²⟩ = 0.76
Gap between HOMO and LUMO (spin up / spin down) = 5.84 / 5.82 eV

***

Density functional theory data (ωB97M-V/def2-TZVPD) for the molecule C3H2F2OS in a non-equilibrium geometry.

```
! wB97M-V def2-TZVPD RIJCOSX def2/J DEFGRID3
* xyz 0 1
C -0.9347 1.8444 0.8460
C -1.2143 0.7089 0.6966
C 1.0434 -0.8026 -0.2311
O -1.2941 -0.8930 -1.4657
F 1.6012 -1.8819 0.4029
F 1.2910 -0.8825 -1.5480
S -0.9614 -1.1086 -0.0478
H -0.8067 2.8241 1.1300
H 1.2755 0.1911 0.2171
*
```

Computed properties:
Gap between HOMO and LUMO = 10.21 eV

***

Density functional theory data (ωB97M-V/def2-TZVPD) for a structure of composition C3H10N4 in a non-equilibrium geometry.

```
! wB97M-V def2-TZVPD RIJCOSX def2/J DEFGRID3
* xyz 0 1
C -0.2423 -1.0556 -0.3487
N -0.9234 -2.1803 0.0953
C 0.7392 -0.0391 0.9776
C 0.1365 -0.9173 -1.6316
N 1.9336 0.3397 0.8135
H -1.4616 -2.0857 0.9408
H -1.3642 -2.7656 -0.6055
H 2.1089 0.8446 -0.0542
H 0.4764 -0.5791 1.8816
H 0.8692 -0.1782 -1.9288
H -0.1563 -1.6177 -2.4103
N -0.5265 1.2604 0.9111
N -0.1950 2.2905 -0.0368
H 0.7919 2.5080 0.1010
H -1.2303 0.6365 0.4258
H -0.6876 1.6969 1.8201
H -0.2685 1.8421 -0.9509
*
```

Computed properties:
Gap between HOMO and LUMO = 8.41 eV

***

Density functional theory data (ωB97M-V/def2-TZVPD) for a cluster of 2 separate species, C6H13P in total in a non-equilibrium geometry.

```
! wB97M-V def2-TZVPD RIJCOSX def2/J DEFGRID3
* xyz 0 1
C -1.3799 0.2625 1.4797
C -0.9171 -0.5294 0.2283
C -0.7048 0.9020 0.3109
C -1.9837 -1.0193 -0.7647
C -0.9570 2.1652 -0.5014
C 3.5600 -1.1436 0.1333
P 2.9348 0.5549 -0.2121
H -2.3548 0.7785 1.5075
H -0.8915 0.1662 2.4661
H -0.0514 -1.1409 0.2602
H -1.8172 -2.0348 -1.1458
H -2.0299 -0.4026 -1.7407
H -2.9341 -1.0417 -0.2782
H -1.9692 2.1379 -0.7501
H -0.2961 2.0482 -1.3203
H -0.7463 2.8757 0.3396
H 3.1226 -1.7789 -0.6550
H 3.0161 -1.3528 0.9892
H 4.6839 -1.3325 0.4548
H 1.7156 -0.1146 -0.8012
*
```

Computed properties:
Gap between HOMO and LUMO (spin up / spin down) = 6.71 / 8.85 eV